(1)
Formula: C4H12N2O2Si
Source: the OMol25 dataset
Level of theory: ωB97M-V/def2-TZVPD

Last column: natural (NBO) charge in e.
CARTESIAN COORDINATES (ANGSTROEM)
C  2.09  0.95  1.05  -0.61
C  0.89  0.16  0.78  -0.40
C  0.88  -0.56  -0.65  -0.87
Si  -0.86  -1.20  -1.18  1.79
O  -0.86  -2.78  -0.77  -1.10
N  -2.03  -0.63  0.16  -1.05
C  -2.44  0.66  0.13  0.78
N  -3.14  1.04  1.30  -0.86
O  -2.36  1.50  -0.74  -0.64
H  1.95  2.03  0.50  0.20
H  2.30  1.19  2.11  0.22
H  3.07  0.63  0.57  0.21
H  0.74  -0.57  1.57  0.20
H  -0.01  0.75  0.86  0.20
H  1.55  -1.43  -0.66  0.24
H  1.28  0.22  -1.32  0.23
H  -1.45  -1.23  -2.44  -0.22
H  -1.32  -2.88  0.06  0.49
H  -2.80  -1.22  0.39  0.41
H  -2.83  0.65  2.11  0.37
H  -3.31  2.12  1.36  0.40

* ΔE to the lowest compared entry with this formula, charge and spin: 1.4229 eV
* structure (SMILES): CCC[Si@@H](O)NC(N)=O
* orbital gap: 10.70 eV
* total energy: -709.1568 Ha

=====

(2)
Formula: C19H27N3O5S
Source: the OMol25 dataset
Level of theory: ωB97M-V/def2-TZVPD

Last column: natural (NBO) charge in e.
CARTESIAN COORDINATES (ANGSTROEM)
N  -0.01  -1.32  2.50  -0.83
C  -0.42  -0.16  1.96  0.71
O  0.28  0.50  1.22  -0.68
C  -1.82  0.26  2.39  -0.33
C  -2.87  -0.72  1.80  -0.41
C  -3.81  -0.03  0.81  -0.21
N  -3.07  0.81  -0.11  -0.44
C  -3.11  0.78  -1.45  0.66
O  -2.63  1.68  -2.12  -0.63
C  -3.74  -0.44  -2.14  -0.16
O  -3.28  -1.68  -1.63  -0.50
C  -1.94  -1.83  -1.46  0.31
C  -0.97  -1.02  -2.05  -0.26
C  0.35  -1.15  -1.67  -0.16
C  0.71  -2.08  -0.71  -0.36
S  2.35  -2.06  0.02  2.33
O  2.17  -2.63  1.34  -0.98
O  3.30  -2.68  -0.85  -0.93
N  2.78  -0.50  0.25  -0.89
C  3.50  0.25  -0.75  -0.07
C  2.74  1.49  -1.25  -0.42
C  3.46  2.68  -0.63  -0.40
C  4.91  2.24  -0.61  -0.40
C  4.82  0.79  -0.16  -0.41
C  -0.23  -2.97  -0.22  -0.16
C  -1.55  -2.86  -0.60  -0.28
C  -2.29  1.88  0.49  -0.22
C  -2.14  1.70  2.00  -0.40
H  -0.61  -1.85  3.09  0.39
H  0.87  -1.75  2.20  0.44
H  -1.84  0.20  3.49  0.23
H  -2.35  -1.53  1.29  0.23
H  -3.48  -1.16  2.60  0.21
H  -4.52  0.60  1.35  0.19
H  -4.37  -0.79  0.26  0.23
H  -4.83  -0.45  -2.00  0.21
H  -3.53  -0.34  -3.21  0.21
H  -1.24  -0.26  -2.77  0.24
H  1.10  -0.50  -2.10  0.23
H  2.06  0.02  0.76  0.44
H  3.71  -0.46  -1.56  0.23
H  1.69  1.45  -0.96  0.23
H  2.79  1.55  -2.34  0.21
H  3.30  3.60  -1.20  0.21
H  3.10  2.84  0.39  0.20
H  5.33  2.30  -1.62  0.19
H  5.53  2.85  0.05  0.21
H  4.75  0.73  0.93  0.21
H  5.68  0.19  -0.47  0.22
H  0.09  -3.71  0.50  0.24
H  -2.30  -3.53  -0.21  0.23
H  -2.75  2.84  0.26  0.20
H  -1.30  1.86  0.02  0.24
H  -1.34  2.35  2.34  0.24
H  -3.06  2.01  2.51  0.20

* ΔE to the lowest compared entry with this formula, charge and spin: 0.7133 eV
* structure (SMILES): NC(=O)C1CCN(C(=O)COc2ccc(S(=O)(=O)NC3CCCC3)cc2)CC1
* orbital gap: 9.46 eV
* total energy: -1678.9016 Ha

=====

(3)
Formula: C33H60O33
Source: the OMol25 dataset
Level of theory: ωB97M-V/def2-TZVPD

Last column: Mulliken charge in e.
CARTESIAN COORDINATES (ANGSTROEM)
C  0.21  -0.07  3.92  -0.90
O  0.52  -1.30  4.57  -0.03
C  1.54  -1.24  5.42  0.55
O  2.16  -0.25  5.70  -0.55
O  1.75  -2.47  5.89  -0.28
C  2.81  -2.64  6.81  -0.74
H  1.02  0.22  3.24  0.69
H  0.03  0.76  4.60  0.60
H  -0.71  -0.27  3.38  -0.27
H  2.77  -3.67  7.16  0.24
H  2.69  -1.96  7.66  0.31
H  3.78  -2.41  6.37  0.30
C  -0.59  -2.61  1.31  -0.37
O  0.18  -1.44  0.98  0.37
C  -0.23  -0.73  -0.05  0.48
O  -1.25  -0.88  -0.67  -0.63
O  0.72  0.16  -0.32  0.09
C  0.51  1.07  -1.40  -0.87
H  -0.59  -3.30  0.47  0.44
H  -1.59  -2.37  1.67  -0.13
H  -0.03  -3.03  2.14  -0.06
H  1.36  0.97  -2.06  0.26
H  0.43  2.09  -1.02  -0.14
H  -0.42  0.86  -1.93  0.42
C  -2.52  -0.39  5.85  -0.61
O  -2.64  -1.72  5.34  -0.35
C  -3.23  -1.88  4.16  1.01
O  -3.56  -1.00  3.41  -0.55
O  -3.34  -3.18  3.94  -0.35
C  -4.14  -3.58  2.82  -0.63
H  -3.22  -0.29  6.68  0.32
H  -2.74  0.36  5.10  0.28
H  -1.49  -0.29  6.19  0.14
H  -3.63  -3.32  1.90  0.20
H  -5.11  -3.09  2.81  0.34
H  -4.30  -4.65  2.94  0.28
C  4.95  5.01  2.16  -0.61
O  3.76  5.68  1.73  -0.43
C  2.86  4.93  1.11  0.58
O  3.02  3.78  0.77  -0.21
O  1.79  5.68  0.84  -0.39
C  0.70  5.01  0.27  -0.16
H  5.60  5.81  2.52  0.23
H  5.38  4.44  1.34  0.26
H  4.72  4.36  3.00  0.32
H  -0.08  5.75  0.07  0.30
H  0.20  4.28  0.92  0.25
H  0.92  4.54  -0.68  -0.17
C  2.69  -4.37  2.32  -0.61
O  2.26  -4.62  0.98  -0.24
C  1.29  -5.50  0.71  0.82
O  0.89  -5.73  -0.38  -0.50
O  0.79  -6.01  1.86  -0.31
C  -0.19  -7.02  1.72  -0.76
H  1.87  -4.03  2.94  0.20
H  3.47  -3.62  2.24  0.25
H  3.10  -5.29  2.75  0.36
H  -0.76  -6.89  0.80  0.31
H  -0.86  -6.96  2.57  0.27
H  0.24  -8.03  1.70  0.28
C  -2.51  3.40  -2.64  -0.80
O  -1.85  3.09  -1.40  -0.21
C  -2.53  2.47  -0.45  0.59
O  -3.69  2.17  -0.52  -0.63
O  -1.68  2.26  0.55  0.30
C  -2.23  1.73  1.75  -0.48
H  -3.18  4.25  -2.51  0.39
H  -3.13  2.55  -2.91  0.32
H  -1.71  3.60  -3.34  0.18
H  -3.03  2.36  2.13  0.52
H  -1.44  1.64  2.50  -0.04
H  -2.63  0.73  1.61  -0.04
C  2.28  -2.48  -1.99  0.06
O  1.65  -2.30  -3.24  -0.24
C  0.89  -3.31  -3.65  0.83
O  0.73  -4.34  -3.06  -0.53
O  0.36  -3.00  -4.83  -0.34
C  -0.81  -3.72  -5.24  -0.79
H  2.44  -1.51  -1.50  -0.33
H  3.23  -3.00  -2.06  0.46
H  1.63  -3.02  -1.30  -0.05
H  -0.67  -4.79  -5.10  0.33
H  -0.97  -3.45  -6.28  0.26
H  -1.63  -3.30  -4.66  0.31
C  -4.01  3.37  -6.62  -0.78
O  -3.22  2.70  -5.64  -0.23
C  -2.68  1.52  -5.95  0.55
O  -2.91  0.86  -6.93  -0.59
O  -1.89  1.16  -4.94  0.03
C  -1.05  0.02  -5.11  -0.65
H  -4.48  2.63  -7.27  0.35
H  -3.40  4.09  -7.16  0.28
H  -4.83  3.85  -6.09  0.25
H  -1.58  -0.91  -4.94  0.28
H  -0.31  0.11  -4.32  0.08
H  -0.56  0.06  -6.08  0.42
O  -7.23  -2.82  0.33  -0.57
C  -6.51  -1.91  0.09  0.49
O  -5.43  -1.58  0.84  -0.18
C  -4.80  -0.41  0.29  0.94
C  -5.39  -0.35  -1.13  -0.27
O  -6.63  -1.06  -0.94  -0.40
H  -5.03  0.40  0.97  0.23
H  -3.73  -0.59  0.26  -0.80
H  -4.75  -0.96  -1.77  0.26
H  -5.52  0.64  -1.54  0.28
O  3.15  1.83  -3.53  -0.51
C  3.20  2.97  -3.22  0.58
O  2.19  3.70  -2.74  0.04
C  2.51  5.07  -2.96  -0.43
C  4.02  5.03  -2.81  -0.30
O  4.31  3.74  -3.39  -0.40
H  2.26  5.41  -3.97  0.32
H  2.04  5.73  -2.24  0.33
H  4.40  5.06  -1.79  0.12
H  4.50  5.81  -3.39  0.34
O  6.74  1.19  2.10  -0.56
C  5.89  1.09  1.28  0.47
O  4.56  1.08  1.54  -0.32
C  3.90  0.62  0.36  0.54
C  4.88  1.01  -0.75  0.22
O  6.12  0.92  -0.05  -0.41
H  3.74  -0.46  0.40  0.08
H  2.97  1.18  0.28  -0.41
H  4.63  2.06  -0.96  -0.14
H  4.69  0.40  -1.62  0.46

* ΔE to the lowest compared entry with this formula, charge and spin: 0.2973 eV
* structure (SMILES): COC(=O)OC.COC(=O)OC.COC(=O)OC.COC(=O)OC.COC(=O)OC.COC(=O)OC.COC(=O)OC.COC(=O)OC.O=C1OCCO1.O=C1OCCO1.O=C1OCCO1
* orbital gap: 10.74 eV
* total energy: -3776.4318 Ha

=====

(4)
Formula: C22H31N3O5S
Source: the OMol25 dataset
Level of theory: ωB97M-V/def2-TZVPD

Last column: natural (NBO) charge in e.
CARTESIAN COORDINATES (ANGSTROEM)
C  3.95  4.35  -0.39  -0.63
C  3.15  3.10  -0.16  0.00
C  2.77  2.73  1.12  -0.17
C  2.01  1.58  1.33  -0.19
C  1.64  0.82  0.24  -0.35
S  0.66  -0.66  0.45  2.34
O  0.34  -0.81  1.85  -0.95
O  -0.40  -0.67  -0.51  -0.94
N  1.78  -1.80  0.00  -0.72
C  2.84  -2.03  0.96  -0.23
C  4.01  -2.69  0.23  -0.44
C  3.50  -3.92  -0.51  -0.07
O  2.42  -3.60  -1.36  -0.51
C  1.34  -2.98  -0.72  0.24
C  0.52  -3.96  0.16  -0.27
N  -0.68  -3.33  0.65  -0.62
C  -1.69  -3.00  -0.18  0.61
O  -1.78  -3.34  -1.34  -0.63
C  -2.78  -2.20  0.53  0.60
O  -2.81  -2.06  1.74  -0.63
N  -3.68  -1.73  -0.34  -0.58
C  -4.80  -0.90  0.01  -0.22
C  -4.73  0.48  -0.65  -0.42
C  -3.55  1.33  -0.26  0.00
C  -2.86  1.18  0.87  -0.20
C  -1.69  2.03  1.25  -0.43
C  -1.15  2.82  0.06  -0.40
C  -2.32  3.48  -0.68  -0.39
C  -3.21  2.39  -1.27  -0.42
C  2.01  1.17  -1.04  -0.16
C  2.77  2.31  -1.24  -0.21
H  4.74  4.17  -1.11  0.22
H  3.31  5.13  -0.79  0.23
H  4.39  4.71  0.54  0.22
H  3.06  3.33  1.97  0.21
H  1.70  1.28  2.31  0.24
H  2.50  -2.66  1.79  0.19
H  3.12  -1.06  1.37  0.22
H  4.41  -1.98  -0.50  0.21
H  4.80  -2.96  0.93  0.22
H  3.20  -4.70  0.21  0.16
H  4.26  -4.33  -1.17  0.20
H  0.67  -2.62  -1.52  0.23
H  0.24  -4.80  -0.47  0.23
H  1.10  -4.32  1.01  0.20
H  -0.68  -2.85  1.54  0.44
H  -3.48  -1.90  -1.32  0.42
H  -5.73  -1.40  -0.31  0.20
H  -4.82  -0.82  1.10  0.23
H  -4.71  0.34  -1.74  0.20
H  -5.66  1.02  -0.42  0.22
H  -3.11  0.42  1.58  0.22
H  -0.91  1.38  1.65  0.21
H  -1.99  2.72  2.05  0.20
H  -0.43  3.57  0.39  0.20
H  -0.65  2.13  -0.63  0.20
H  -1.95  4.14  -1.47  0.20
H  -2.89  4.08  0.03  0.19
H  -4.14  2.84  -1.65  0.20
H  -2.70  1.92  -2.11  0.21
H  1.70  0.55  -1.86  0.24
H  3.06  2.60  -2.24  0.22

* ΔE to the lowest compared entry with this formula, charge and spin: 0.9388 eV
* structure (SMILES): Cc1ccc(S(=O)(=O)N2CCCO[C@H]2CNC(=O)C(=O)NCCC2=CCCCC2)cc1
* orbital gap: 9.02 eV
* total energy: -1795.6094 Ha

=====

Number 1: largest force on an atom 5.2 eV Å⁻¹. Number 2: largest force on an atom 1.0 eV Å⁻¹. Number 3: largest force on an atom 2.1 eV Å⁻¹. Number 4: largest force on an atom 1.1 eV Å⁻¹.